{
  "formula": "C18H11Cl2N3O2Pt",
  "method": "ωB97M-V/def2-TZVPD",
  "species": ["Pt", "O", "C", "C", "C", "C", "C", "C", "C", "N", "C", "C", "N", "H", "H", "H", "H", "H", "H", "H", "Cl", "C", "C", "C", "Cl", "C", "C", "C", "C", "N", "C", "C", "O", "H", "H", "H", "H"],
  "positions_angstrom": [[-0.4280, -0.2435, -1.3509], [0.8543, 1.2435, -1.6274], [2.0451, 1.3856, -1.0993], [2.5303, 2.6902, -0.8925], [3.7942, 2.9133, -0.3951], [4.6302, 1.8417, -0.0766], [4.1720, 0.5585, -0.2771], [2.8942, 0.3011, -0.7883], [2.4563, -1.0714, -1.0208], [1.2563, -1.4944, -1.3977], [1.2750, -2.8694, -1.4193], [2.5101, -3.2973, -1.0673], [3.2417, -2.1579, -0.8221], [1.8702, 3.5095, -1.1464], [4.1391, 3.9293, -0.2499], [5.6224, 2.0123, 0.3168], [4.8328, -0.2640, -0.0277], [0.4012, -3.4339, -1.6922], [2.9296, -4.2819, -0.9737], [4.2047, -2.1294, -0.5430], [-4.5113, -3.1496, -1.3309], [-4.1356, -1.8197, -0.2932], [-5.0468, -1.4590, 0.7095], [-4.7869, -0.4222, 1.5625], [-5.9226, -0.0331, 2.8206], [-3.5903, 0.3177, 1.4420], [-3.1883, 1.3728, 2.2926], [-1.9795, 1.9806, 2.0992], [-1.1619, 1.5733, 1.0308], [-1.5283, 0.6180, 0.2130], [-2.7082, -0.0407, 0.4045], [-2.9410, -1.1392, -0.4749], [-2.0771, -1.4151, -1.4100], [-5.9617, -2.0264, 0.8093], [-3.8376, 1.6738, 3.1032], [-1.6446, 2.7788, 2.7457], [-0.2100, 2.0480, 0.8267]],
  "nbo_charge": [1.041, -0.713, 0.368, -0.285, -0.172, -0.272, -0.168, -0.166, 0.380, -0.522, -0.074, -0.087, -0.507, 0.224, 0.214, 0.215, 0.186, 0.238, 0.227, 0.423, 0.020, -0.142, -0.201, -0.087, -0.003, -0.029, -0.142, -0.259, 0.071, -0.443, 0.060, 0.388, -0.713, 0.242, 0.236, 0.230, 0.223],
  "homo_ev": -7.5,
  "lumo_energy_ev": -0.307,
  "homo_lumo_gap_ha": 0.265,
  "relative_energy_kj_mol": 87.84
}

***

{
  "formula": "C5H8O",
  "method": "ωB97M-V/def2-TZVPD",
  "species": ["C", "C", "C", "C", "C", "O", "H", "H", "H", "H", "H", "H", "H", "H"],
  "positions_angstrom": [[-0.6443, -1.1810, 0.2609], [0.0088, -2.1571, -0.2787], [-0.1372, 0.1760, 0.3287], [1.1746, 0.2673, -0.4524], [-1.0110, 1.3009, -0.2327], [2.3056, 0.4837, 0.1706], [-1.6216, -1.5556, 0.7838], [-0.0914, -3.2795, -0.3486], [0.2436, 0.5764, 1.3753], [1.3529, 0.2135, -1.4837], [-2.1657, 1.1486, -0.0891], [-0.9712, 1.5285, -1.2332], [-0.9545, 2.3199, 0.1664], [2.5112, 0.1585, 1.0326]],
  "nbo_charge": [-0.331, -0.111, -0.344, 0.170, -0.609, -0.687, 0.205, 0.191, 0.216, 0.174, 0.202, 0.213, 0.221, 0.490],
  "homo_ev": [-6.7, -8.5],
  "lumo_energy_ev": [0.135, 0.915],
  "homo_lumo_gap_ha": [0.250, 0.347],
  "relative_energy_kj_mol": 587.67
}